Computed, not measured: C99H82NO5S4SbTi as an isolated structure at a distorted geometry, with ωB97M-V with the def2-TZVPD basis set.

Calculated values
Energy relative to the best compared isomer or geometry (same formula, charge and spin) (kcal/mol): 34.5
Molecular weight (g mol⁻¹): 1663.64
LUMO energy (spin up / spin down) (eV): -0.41 / -0.41

CARTESIAN COORDINATES (ANGSTROEM)
Sb  -3.13835  -0.50127  -2.14889
Ti  -0.15941  -0.49972  -0.24755
S  3.81177  0.79550  2.63593
S  -2.04869  1.01333  -0.13172
S  -1.03578  0.93610  2.30280
S  1.25957  2.30483  0.87070
O  -0.13293  -0.35407  -1.98344
O  -0.08815  -0.12123  1.74466
O  1.12271  1.29864  -0.26108
O  -1.23038  -1.97970  -0.07286
O  3.64578  2.18394  3.12999
N  1.45152  -1.77735  -0.30948
C  7.52826  -0.61302  4.92871
C  2.51712  3.56593  0.44360
C  0.46044  3.35952  -5.08970
C  5.22183  2.60185  -3.48322
C  5.88462  1.42080  -3.85131
C  -1.22701  -1.64543  6.48492
C  -6.04401  2.48700  -4.89383
C  -4.43229  -2.66535  2.48082
C  -3.52631  -4.51428  -4.10382
C  4.40138  5.68554  0.46344
C  -3.36537  6.22862  0.82244
C  -3.70914  -1.89198  -4.99479
C  6.22236  4.08439  0.60731
C  -6.44223  1.20022  -4.55508
C  -4.38815  0.86783  -3.32340
C  -4.90499  2.93721  3.25988
C  2.12186  4.92229  0.38961
C  -5.38079  0.04818  -0.11459
C  5.34947  6.72727  0.55510
C  8.73203  -1.05498  5.71256
C  0.75535  -1.07949  4.63328
C  7.32306  0.73730  4.65253
C  -3.47010  -2.14336  -3.64683
C  6.09773  0.44012  -2.92238
C  -0.43047  1.27377  -4.29609
C  3.88822  3.26745  0.42495
C  -0.77580  3.74214  -0.42328
C  -5.44397  1.24857  4.87770
C  -0.03359  -3.83678  -4.24435
C  -3.80515  -4.25708  -5.43823
C  1.85003  1.83721  -3.84392
C  -0.49523  4.04267  1.95430
C  -3.59297  0.91675  3.36581
C  1.11885  -2.66312  -5.98816
C  -4.82500  2.96466  -4.44124
C  1.68225  3.03772  -4.52333
C  -4.00470  2.16060  -3.65646
C  2.32638  -1.72982  -1.34491
C  -2.52579  0.03281  2.80147
C  -2.98703  -3.79252  4.02026
C  -0.59982  2.46961  -4.97174
C  -6.55246  -0.11316  0.61275
C  -4.39449  0.47050  4.41285
C  -6.95521  -2.19214  -0.51599
C  3.44391  -3.70671  -0.57648
C  -0.23203  -5.05043  -0.72992
C  -1.83229  4.64017  -0.40025
C  -2.72635  -6.21235  -0.81952
C  0.33680  -3.05281  1.46272
C  4.98696  1.78316  -1.21016
C  -1.55910  4.92675  1.96893
C  0.76376  -2.28722  5.31334
C  5.45785  -1.12706  3.79840
C  -1.95270  -3.73610  3.09622
C  -3.88834  -2.94552  -5.88271
C  1.48674  -2.84823  0.51806
C  0.87244  -0.37287  -2.94718
C  0.69213  -1.56815  -3.88645
C  3.02392  5.94170  0.35525
C  -2.24092  5.23114  0.79127
C  1.22718  -1.54965  -5.17052
C  0.79535  0.94250  -3.72304
C  -0.25610  -0.14478  4.85360
C  4.79004  2.78146  -2.19629
C  -7.33722  -1.24232  0.42061
C  4.57122  0.85318  0.98968
C  5.64577  0.58728  -1.59316
C  -5.77743  -2.03342  -1.23798
C  5.79341  -0.44135  -0.64115
C  -0.23208  -2.57831  6.23272
C  0.06940  -2.72199  -3.42565
C  -0.31605  1.10998  4.05608
C  -4.96898  -0.92015  -1.03010
C  7.11875  5.11377  0.69444
C  -2.13999  -3.13195  1.85874
C  -3.86069  2.15751  2.78838
C  -4.22868  -3.25723  3.71915
C  0.48442  -3.80792  -5.52895
C  5.28987  0.21802  3.51234
C  -2.53035  -5.02769  -0.12678
C  -3.39650  -2.61815  1.56332
C  4.83485  4.33907  0.47773
C  6.58305  -1.53848  4.49437
C  -1.66883  -6.84084  -1.45539
C  -0.11649  3.45335  0.75710
C  3.29181  -2.70298  -1.52066
C  5.23493  -0.32320  0.59345
C  -5.61828  0.39800  -3.78069
C  -1.27245  -4.42347  -0.04732
C  -5.69860  2.48672  4.30553
C  -0.42183  -6.24435  -1.41249
C  -1.06777  -3.10714  0.76096
C  4.47131  1.93068  0.12797
C  2.26406  -0.54924  -2.27000
C  6.20609  1.15672  3.94954
C  6.68307  6.44964  0.66608
C  -1.23773  -0.44117  5.80007
C  -3.35161  -3.45907  -3.21737
C  2.51787  -3.77322  0.45155
H  -0.45581  3.27685  -1.34666
H  6.61140  -0.47267  -3.20019
H  6.72252  -2.59110  4.70917
H  -4.15167  5.97228  0.11332
H  5.33456  -1.13818  1.29719
H  2.56202  -4.57299  1.17851
H  8.04197  1.47064  4.99628
H  4.28237  3.69741  -1.93409
H  0.41812  -6.70221  -1.92085
H  -5.93645  -0.60476  -3.53038
H  4.71489  -1.84792  3.47331
H  8.45729  -1.22518  6.75546
H  0.50287  -3.97699  2.01381
H  4.24356  -4.43033  -0.65360
H  9.50924  -0.29293  5.69713
H  6.57571  3.06204  0.64302
H  -5.03383  -3.30137  4.44219
H  1.55401  -3.00519  5.12631
H  -1.81859  -7.77315  -1.98432
H  7.40237  7.25339  0.74907
H  9.14119  -1.98575  5.32145
H  -2.01179  0.28918  6.00333
H  -8.24209  -1.38114  0.99989
H  -5.39049  -2.23493  2.22485
H  -2.82179  -4.26905  4.97832
H  -2.24696  -0.77871  3.46986
H  -6.84790  0.64372  1.33101
H  2.51525  3.72585  -4.60149
H  -3.77696  -0.87032  -5.35180
H  -4.76609  0.92933  0.02833
H  4.99595  7.75078  0.55167
H  -3.55484  -2.17675  0.59121
H  -1.25484  0.57461  -4.20381
H  1.53953  -0.84372  3.92824
H  -6.68611  3.11470  -5.49886
H  -4.51262  3.97024  -4.69876
H  2.68302  6.96474  0.26157
H  6.02291  2.20288  3.73739
H  1.07604  5.17317  0.32841
H  -0.22901  -3.52741  6.75306
H  -6.51906  3.09130  4.66969
H  -4.20460  -0.50368  4.84655
H  0.06670  3.81901  2.85405
H  -5.49398  -2.77782  -1.97372
H  -0.32330  -2.74231  -2.41620
H  -5.11303  3.89387  2.79647
H  -1.00693  -4.18962  3.36092
H  -0.51455  -4.73242  -3.87651
H  -0.95926  1.86353  4.51331
H  -1.99711  -1.85434  7.21647
H  6.34189  -1.33364  -0.91229
H  -2.34304  4.88536  -1.32314
H  8.17480  4.90025  0.79525
H  -7.39857  0.82043  -4.89398
H  3.94990  -2.64711  -2.37561
H  -1.86007  5.39317  2.89890
H  -3.94981  -5.07642  -6.13169
H  0.67873  1.51645  3.86375
H  0.75095  -4.61693  -0.75650
H  6.21059  1.28498  -4.87391
H  -2.86302  -0.37089  1.85175
H  -1.56269  2.70683  -5.40657
H  -4.09933  -2.74327  -6.92670
H  -3.79426  6.28959  1.82207
H  2.81879  1.62139  -3.41441
H  -2.99127  7.22035  0.55860
H  0.32917  4.29566  -5.61703
H  0.28371  -2.22628  2.17251
H  -3.38609  -4.57886  0.35244
H  -3.11460  -3.65746  -2.17942
H  -3.25945  2.49020  1.95005
H  3.02499  -0.65240  -3.04302
H  -7.57893  -3.06118  -0.68978
H  -3.05741  2.54508  -3.29122
H  1.54204  -2.64185  -6.98457
H  2.46396  0.34695  -1.67972
H  -6.07033  0.88050  5.68044
H  5.04949  3.37748  -4.21775
H  -3.72324  -6.63150  -0.86652
H  -3.43864  -5.53516  -3.74899
H  0.39583  -4.67584  -6.16982
H  1.73771  -0.66279  -5.52680

Mulliken atomic charge list, values in e, 99 entries: number 1, Sb, carries 0.55; number 2, Ti, carries -1.98; number 3, S, carries 1.71; number 4, S, carries -0.69; number 5, S, carries 0.24; number 6, S, carries 1.78; number 7, O, carries 1.37; number 8, O, carries -0.21; number 9, O, carries -0.15; number 10, O, carries 2.09; number 11, O, carries -0.76; number 12, N, carries 1.79; number 13, C, carries 1.09; number 14, C, carries 0.96; number 15, C, carries -1.05; number 16, C, carries -0.62; number 17, C, carries -0.80; number 18, C, carries -0.87; number 19, C, carries -0.78; number 20, C, carries -0.32; number 21, C, carries -0.47; number 22, C, carries 1.22; number 23, C, carries -1.79; number 24, C, carries -1.02; number 25, C, carries -1.07; number 26, C, carries -0.82; number 27, C, carries 0.75; number 28, C, carries -0.77; number 29, C, carries -0.84; number 30, C, carries -0.60; number 31, C, carries -1.02; number 32, C, carries -1.50; number 33, C, carries 0.29; number 34, C, carries -1.04; number 35, C, carries 0.56; number 36, C, carries -0.89; number 37, C, carries 0.03; number 38, C, carries -0.54; number 39, C, carries -0.05; number 40, C, carries -0.93; number 41, C, carries -0.45; number 42, C, carries -0.86; number 43, C, carries 1.21; number 44, C, carries 0.29; number 45, C, carries 0.09; number 46, C, carries -1.12; number 47, C, carries -0.80; number 48, C, carries -0.70; number 49, C, carries -0.73; number 50, C, carries 0.37; number 51, C, carries 1.83; number 52, C, carries -1.15; number 53, C, carries -0.89; number 54, C, carries -0.40; number 55, C, carries -0.31; number 56, C, carries -0.64; number 57, C, carries -1.34; number 58, C, carries 0.36; number 59, C, carries -0.97; number 60, C, carries -0.64; number 61, C, carries -0.57; number 62, C, carries 0.81; number 63, C, carries -1.45; number 64, C, carries -0.70; number 65, C, carries -0.22; number 66, C, carries -0.03; number 67, C, carries -0.88; number 68, C, carries -0.60; number 69, C, carries 1.78; number 70, C, carries 0.40; number 71, C, carries -1.74; number 72, C, carries 1.17; number 73, C, carries -0.53; number 74, C, carries 0.05; number 75, C, carries -0.21; number 76, C, carries -0.78; number 77, C, carries -0.86; number 78, C, carries 1.53; number 79, C, carries 0.89; number 80, C, carries -0.08; number 81, C, carries -0.82; number 82, C, carries -0.64; number 83, C, carries 0.74; number 84, C, carries -1.83; number 85, C, carries 1.13; number 86, C, carries -0.93; number 87, C, carries 0.67; number 88, C, carries 0.57; number 89, C, carries -0.96; number 90, C, carries -1.03; number 91, C, carries -0.02; number 92, C, carries -0.25; number 93, C, carries 0.06; number 94, C, carries 0.71; number 95, C, carries -0.98; number 96, C, carries -0.85; number 97, C, carries -0.50; number 98, C, carries -0.55; number 99, C, carries -1.02